## 1
Computed, not measured: a cluster of 2 separate species, C4H7Cl2P in total, with the ωB97M-V functional and the def2-TZVPD basis.

Output
M (g mol⁻¹): 156.98
2S+1: 1
HOMO-LUMO gap (eV): 9.0

The geometry in XYZ format:
```
14
Properties=species:S:1:pos:R:3:lowdin_charge:R:1
P 2.02 0.70 -1.25 0.80
C 2.35 -0.37 -0.01 -1.57
Cl 3.20 0.23 1.47 0.45
Cl 1.88 -1.99 0.10 0.58
H 1.37 -0.21 -1.95 -0.18
C -1.47 -1.22 0.35 -0.05
C -1.42 -0.01 -0.20 -0.27
C -0.91 1.33 0.32 -0.14
H -1.19 -1.47 1.36 0.06
H -1.74 -2.06 -0.23 0.04
H -1.65 0.13 -1.28 0.10
H -0.67 2.13 -0.39 0.05
H -1.77 1.79 0.76 0.05
H 0.00 1.02 0.95 0.07
```


## 2
Computed, not measured: a cluster of 2 separate species, C4H7Cl2P in total, with the ωB97M-V functional and the def2-TZVPD basis.

Output
M (g mol⁻¹): 156.98
2S+1: 1
HOMO-LUMO gap (eV): 8.0

The geometry in XYZ format:
```
14
Properties=species:S:1:pos:R:3:lowdin_charge:R:1
C 0.02 1.00 -0.24 -0.31
C 1.02 -0.07 -0.60 -0.43
C -1.21 0.28 0.34 -0.80
C -0.74 -0.81 1.17 -0.60
P 0.85 -1.41 0.72 0.90
Cl -2.01 -0.59 -1.02 0.65
Cl -0.24 0.45 3.17 0.04
H 0.43 1.61 0.70 0.13
H 0.02 1.67 -1.17 0.13
H 0.99 -0.54 -1.60 0.06
H 2.12 0.29 -0.73 0.10
H -1.95 0.92 0.84 0.11
H -1.56 -1.45 1.52 0.08
H 0.59 -2.63 0.15 -0.07
```


Which is most stable, and by how much? 2, by 86.3 kJ/mol.


## 1
Computed, not measured: a cluster of 2 separate species, C4H13NOS in total, with the ωB97M-V functional and the def2-TZVPD basis.

Output
Net charge: -1
M (g mol⁻¹): 123.22
2S+1: 2
HOMO-LUMO gap (spin up / spin down) (eV): 2.2 / 8.8

The geometry in XYZ format:
```
20
Properties=species:S:1:pos:R:3:lowdin_charge:R:1
C -0.86 1.17 1.98 -0.08
C -0.08 0.18 1.08 -0.50
C 0.61 1.02 -0.02 -0.31
C 1.46 0.30 -1.11 -0.66
S 2.83 -0.81 -0.57 0.47
N -0.86 -0.93 0.54 0.02
H -0.54 2.20 1.83 0.06
H -0.57 0.94 3.01 0.06
H -1.93 1.00 1.90 0.06
H 0.77 -0.29 1.56 0.09
H -0.11 1.64 -0.57 0.08
H 1.30 1.68 0.52 0.09
H 0.72 -0.26 -1.72 0.00
H 1.87 0.98 -1.85 0.01
H 2.25 -1.22 0.57 -0.19
H -1.68 -1.13 1.10 0.04
H -1.27 -0.62 -0.33 0.03
H -0.79 -1.57 -3.14 -0.03
H -1.49 -2.30 -1.94 -0.03
O -1.64 -1.97 -2.84 -0.22
```


## 2
Computed, not measured: a cluster of 2 separate species, C4H13NOS in total, with the ωB97M-V functional and the def2-TZVPD basis.

Output
Net charge: -1
M (g mol⁻¹): 123.22
2S+1: 2
HOMO-LUMO gap (spin up / spin down) (eV): 2.5 / 8.6

The geometry in XYZ format:
```
20
Properties=species:S:1:pos:R:3:lowdin_charge:R:1
C -0.11 -1.66 -0.53 -0.30
N 1.03 -0.72 -0.50 -0.10
C 0.90 0.40 -1.42 -0.38
C -0.30 1.34 -1.23 -0.63
S -0.27 2.14 0.41 0.30
C -1.22 -1.38 0.47 -0.14
H 0.32 -2.63 -0.30 0.09
H -0.50 -1.66 -1.55 0.10
H 1.12 -0.37 0.44 0.05
H 1.79 1.03 -1.32 0.09
H 0.88 0.00 -2.44 0.10
H -1.23 0.77 -1.36 0.04
H -0.25 2.13 -1.98 0.03
H -1.21 3.07 0.10 -0.24
H -1.73 -0.42 0.36 0.04
H -0.84 -1.41 1.50 0.06
H -1.95 -2.19 0.43 0.06
H 1.70 0.30 3.52 0.02
H 1.01 0.96 2.34 -0.05
O 0.86 0.31 3.06 -0.15
```


Which is most stable, and by how much? 2, by 25.7 kJ/mol.


## 1
Computed, not measured: a cluster of 2 separate species, C4H9NO in total, with the ωB97M-V functional and the def2-TZVPD basis.

Output
Net charge: -1
M (g mol⁻¹): 87.12
2S+1: 2
HOMO-LUMO gap (spin up / spin down) (eV): 3.4 / 7.9

The geometry in XYZ format:
```
15
Properties=species:S:1:pos:R:3:lowdin_charge:R:1
C -0.47 -2.59 -0.36 -0.28
C -1.95 -0.68 -0.65 -0.27
N -1.04 -1.49 -1.06 -0.23
H -0.86 -3.58 -0.65 0.04
H -0.53 -2.49 0.74 0.04
H 0.55 -2.64 -0.79 0.05
H -2.26 0.21 -1.21 -0.03
H -2.50 -0.73 0.30 -0.04
O 2.19 1.29 1.88 -0.05
C 1.56 1.18 0.83 -0.35
C 1.05 2.51 0.28 -0.14
H 1.26 0.32 0.22 0.09
H 1.34 3.32 0.97 0.06
H -0.01 2.68 0.11 0.04
H 1.66 2.70 -0.61 0.06
```


## 2
Computed, not measured: a cluster of 2 separate species, C4H9NO in total, with the ωB97M-V functional and the def2-TZVPD basis.

Output
Net charge: -1
M (g mol⁻¹): 87.12
2S+1: 2
HOMO-LUMO gap (spin up / spin down) (eV): 3.7 / 6.9

The geometry in XYZ format:
```
15
Properties=species:S:1:pos:R:3:lowdin_charge:R:1
O 2.32 -1.67 -0.03 -0.38
C 1.41 -2.58 0.11 -0.42
H 1.63 -3.52 0.64 -0.04
H 0.39 -2.42 -0.29 -0.03
C -1.28 1.68 0.68 -0.08
C -0.40 0.85 -0.19 -0.51
C -0.89 0.21 -1.27 -0.01
N 0.93 0.83 0.17 0.09
H -1.11 2.76 0.56 0.07
H -1.10 1.48 1.74 0.07
H -2.33 1.50 0.43 0.06
H -0.27 -0.43 -1.89 0.04
H -1.92 0.34 -1.55 0.03
H 1.10 0.86 1.15 0.07
H 1.50 0.11 -0.27 0.05
```


Which is most stable, and by how much? 2, by 146.0 kJ/mol.


## 1
Computed, not measured: a cluster of 2 separate species, C2H10O2Si2 in total, with the ωB97M-V functional and the def2-TZVPD basis.

Output
M (g mol⁻¹): 122.27
2S+1: 1
HOMO-LUMO gap (eV): 7.3

The geometry in XYZ format:
```
16
Properties=species:S:1:pos:R:3:lowdin_charge:R:1
C 1.88 1.28 0.70 -0.10
C 1.45 -0.10 1.02 -0.30
O -2.70 -0.43 1.39 -0.36
O 1.58 -0.86 -0.19 -0.38
Si -2.69 -0.26 -0.27 0.51
Si 0.52 -1.41 -1.20 0.60
H 1.67 2.09 1.43 0.09
H 2.98 1.37 0.64 0.09
H 1.47 1.62 -0.19 0.05
H 0.33 -0.01 1.24 0.10
H 1.99 -0.55 1.91 0.14
H -3.30 -0.86 1.99 0.03
H -3.09 0.92 -1.11 -0.13
H -3.83 -1.05 -0.55 -0.14
H 0.53 -0.95 -2.65 -0.08
H 0.44 -2.82 -1.17 -0.11
```


## 2
Computed, not measured: an isolated molecule of C2H10O2Si2, with the ωB97M-V functional and the def2-TZVPD basis.

Output
M (g mol⁻¹): 122.27
2S+1: 1
HOMO-LUMO gap (eV): 10.3

The geometry in XYZ format:
```
16
Properties=species:S:1:pos:R:3:lowdin_charge:R:1
C 2.04 -1.36 0.73 -0.24
Si 0.21 -1.79 0.68 0.75
O -0.68 -0.02 0.94 -0.41
Si -0.49 1.31 0.15 0.22
C -1.19 0.90 -1.65 -0.19
O -1.22 2.49 1.06 -0.17
H 2.09 -0.82 -0.17 -0.01
H 2.35 -0.62 1.43 0.01
H 2.78 -2.23 0.64 0.06
H -0.69 -2.55 1.45 -0.07
H 0.01 -1.95 -0.81 -0.03
H 0.85 1.85 0.15 -0.01
H -1.01 1.58 -2.46 -0.01
H -0.66 -0.06 -1.98 0.01
H -2.31 0.82 -1.61 0.04
H -2.07 2.45 1.46 0.04
```


Which is most stable, and by how much? 2, by 425.9 kJ/mol.